One molecule with the formula C6H4O, computed with the ωB97M-V functional and the def2-TZVPD basis.

Last column: Löwdin charge in e.
Cartesian coordinates (Å):
C  2.933  0.693  0.374  0.149
C  1.774  0.426  0.181  -0.050
C  0.422  0.067  -0.070  -0.276
C  -0.738  0.363  0.509  -0.011
C  -1.783  -0.431  -0.216  -0.192
C  -1.053  -1.155  -1.331  0.002
O  0.214  -0.835  -1.160  -0.026
H  3.962  0.926  0.546  0.037
H  -0.878  1.026  1.354  0.122
H  -2.634  0.140  -0.605  0.119
H  -2.218  -1.220  0.418  0.126

Computed properties:
E: -8329.1575 eV
LUMO energy: 0.5 eV
HOMO level: -0.3273 Ha
Relative energy (zero: lowest compared OMol25 entry of this formula, charge and spin): 316.73 kJ/mol



C2H8O2 as an isolated structure, computed with the ωB97M-V functional and the def2-TZVPD basis.

Last column: Löwdin charge in e.
Cartesian coordinates (Å):
O  0.815  0.681  1.322  -0.252
H  0.877  -0.036  1.963  -0.037
H  0.128  0.259  0.425  0.078
H  3.604  6.376  0.612  0.000
C  -1.283  -1.460  -0.263  -0.468
O  -0.524  -0.478  -0.617  -0.152
C  -1.600  -2.474  -1.335  0.270
H  -2.231  -1.061  0.354  0.214
H  -0.767  -2.077  0.441  0.153
H  -2.063  -3.450  -0.933  0.107
H  -1.317  -2.367  -2.376  0.086
H  4.361  6.086  0.406  0.000

Computed properties:
E: -6292.2472 eV
LUMO energy: -3.0 eV
HOMO level: -0.3339 Ha
Relative energy (zero: lowest compared OMol25 entry of this formula, charge and spin): 594.65 kJ/mol



A 2-piece molecular cluster, C6H7NO5S overall, computed with the ωB97M-V functional and the def2-TZVPD basis.

Last column: Löwdin charge in e.
Cartesian coordinates (Å):
C  -1.650  -2.742  1.090  -0.257
C  -1.931  -2.971  -1.249  -0.695
C  0.805  1.017  0.358  -0.110
C  -0.246  0.000  0.891  -0.195
C  -0.744  -0.922  -0.268  -0.019
C  -1.375  -2.110  -0.072  -0.225
N  -2.135  -3.331  1.951  0.137
O  -2.509  -2.232  -2.069  -0.070
O  2.450  -1.273  -1.094  -0.436
O  -1.848  -4.219  -1.095  -0.074
O  2.304  -2.195  1.147  -0.432
O  3.415  -3.458  -0.693  -0.467
S  2.385  -2.475  -0.271  0.374
H  1.522  0.461  -0.158  0.006
H  1.318  1.518  1.129  0.031
H  0.370  1.924  -0.194  0.085
H  -1.061  0.472  1.342  0.076
H  0.272  -0.716  1.442  0.061
H  -0.595  -0.686  -1.337  0.126
H  1.072  -3.080  -0.474  0.083

Computed properties:
E: -28898.0160 eV
Net charge: -2
LUMO energy: 6.0 eV
HOMO level: -0.0718 Ha
Relative energy (zero: lowest compared OMol25 entry of this formula, charge and spin): 11.74 kJ/mol



The records above yield maximum force values of 0.50 3.87 4.19 eV Å⁻¹, respectively.
The records above yield HOMO-LUMO gap values of 9.4 6.1 8.0 eV, respectively.